Entry 1:
DFT (ωB97M-V/def2-TZVPD) results for a molecular structure, C21H23FeN2O4 in a non-equilibrium geometry.

- E_tot (Ha) = -2487.93669
- total charge = -2
- HOMO level (alpha / beta) (eV) = 1.3 / -0.4
- LUMO energy (alpha / beta) (Ha) = 0.18856 / 0.18714
- spin multiplicity = 6
- largest force on an atom (hartree/bohr) = 0.063

Positions of all 51 atoms, in Å:
C: -3.425 1.877 1.290
C: -3.038 0.747 0.357
N: -2.012 -0.162 0.883
C: -2.476 -1.421 1.477
C: -2.578 -2.571 0.485
C: -0.700 0.290 0.926
C: 0.315 -0.629 1.338
N: 1.654 -0.331 1.091
C: 2.148 0.950 1.242
C: 3.500 1.201 1.097
C: 4.384 0.174 0.768
C: 3.867 -1.113 0.596
C: 2.523 -1.357 0.777
O: -0.470 1.482 0.606
H: -4.197 2.483 0.810
H: -3.821 1.490 2.235
H: -2.555 2.510 1.489
H: -3.907 0.113 0.136
H: -2.654 1.175 -0.579
H: -1.797 -1.691 2.296
H: -3.464 -1.221 1.920
H: -2.906 -3.472 1.012
H: -3.306 -2.339 -0.300
H: -1.608 -2.773 0.018
H: 0.087 -1.692 1.394
H: 1.409 1.716 1.441
H: 3.831 2.226 1.244
H: 5.444 0.369 0.646
H: 4.504 -1.953 0.326
H: 2.047 -2.330 0.676
O: -3.053 -0.131 9.496
C: -2.454 -0.184 8.497
Fe: -1.558 0.118 7.029
C: -2.842 1.302 6.756
O: -3.660 2.128 6.824
C: -0.672 1.343 7.957
O: -0.374 2.197 8.690
C: -0.645 0.161 4.875
C: 0.576 -0.298 5.385
C: 0.714 -1.079 6.509
C: -0.372 -1.506 7.319
C: -1.561 -2.092 6.780
C: -2.081 -1.777 5.549
C: -1.898 -0.461 5.042
H: -0.651 1.097 4.292
H: 1.480 0.078 4.896
H: 1.721 -1.311 6.874
H: -0.162 -1.718 8.377
H: -2.052 -2.848 7.403
H: -2.842 -2.412 5.084
H: -2.743 -0.001 4.510

Forces on the atoms, in the same order (eV/Å):
C -0.1 0.1 0.2
C 0.8 -0.6 0.0
N -1.4 -0.2 0.1
C 0.4 0.8 0.0
C 0.0 -0.1 0.0
C 1.7 -1.0 0.6
C -2.1 0.1 -0.6
N 0.1 0.5 0.3
C 1.3 0.5 0.0
C -1.9 0.5 0.3
C 1.5 -0.3 -0.3
C -0.9 -0.6 0.2
C 1.0 -0.3 -0.4
O -0.5 0.4 -0.5
H -0.1 0.1 0.1
H 0.1 0.1 0.0
H -0.1 -0.2 0.0
H 0.0 0.2 -0.1
H -0.2 -0.1 0.1
H -0.2 0.1 -0.1
H 0.2 -0.2 0.0
H 0.0 -0.1 -0.1
H 0.1 -0.1 0.0
H -0.1 0.1 0.1
H 0.2 0.3 0.1
H 0.2 -0.3 0.0
H 0.0 -0.1 -0.1
H -0.1 -0.1 0.0
H 0.0 0.1 0.1
H 0.3 0.2 0.0
O 0.3 -0.2 -0.5
C -1.7 -0.4 2.7
Fe -0.1 2.3 1.4
C -1.6 2.1 -1.0
O 0.2 -0.4 0.2
C 0.9 1.8 1.1
O 0.0 -0.7 -0.6
C 0.8 0.8 -0.6
C 0.1 1.0 -1.6
C 0.7 -0.7 1.2
C 0.9 -2.4 0.1
C 1.1 -2.2 1.4
C -1.2 0.2 -1.4
C -0.8 -0.9 -2.2
H 0.2 -0.6 0.1
H -0.2 0.0 0.2
H -0.2 0.4 0.0
H 0.1 -0.3 -0.6
H 0.0 0.2 -0.1
H -0.2 0.3 0.4
H 0.4 -0.3 -0.2

=====

Entry 2:
DFT (ωB97M-V/def2-TZVPD) results for a molecular structure, C21H27AuNOP2 in a non-equilibrium geometry.

- E_tot (Ha) = -1764.45937
- total charge = +1
- HOMO level (alpha / beta) (eV) = -8.5 / -10.5
- LUMO energy (alpha / beta) (Ha) = -0.13440 / -0.17737
- spin multiplicity = 3
- largest force on an atom (hartree/bohr) = 0.050

Positions of all 53 atoms, in Å:
C: -1.614 3.326 -3.762
C: -1.452 1.984 -3.439
C: -0.164 1.399 -3.563
C: 1.009 2.219 -3.727
C: 0.806 3.601 -4.031
C: -0.497 4.110 -4.066
C: 2.263 1.644 -3.516
C: 2.381 0.267 -3.683
C: 1.215 -0.568 -3.545
C: 1.324 -1.978 -3.404
C: 2.557 -2.571 -3.623
C: 3.689 -1.787 -3.895
C: 3.638 -0.382 -3.906
H: -2.620 3.746 -3.734
H: 1.648 4.243 -4.267
H: -0.689 5.162 -4.334
H: 3.148 2.257 -3.407
H: 2.642 -3.659 -3.566
H: 4.638 -2.309 -4.096
H: 4.537 0.198 -4.108
N: -0.043 0.019 -3.296
Au: -0.003 -0.092 -0.999
C: -2.634 1.169 -2.864
H: -2.801 0.224 -3.398
H: -3.590 1.725 -2.861
C: 0.123 -2.799 -2.903
H: -0.805 -2.577 -3.451
H: 0.284 -3.893 -2.894
P: -2.244 0.898 -1.099
P: -0.096 -2.464 -1.117
C: 1.301 -3.321 -0.365
H: 1.235 -3.316 0.728
H: 1.262 -4.363 -0.727
H: 2.261 -2.885 -0.658
C: -1.552 -3.371 -0.632
H: -1.391 -4.413 -0.949
H: -1.692 -3.354 0.448
H: -2.449 -2.989 -1.125
C: -2.279 2.577 -0.377
H: -3.193 3.115 -0.673
H: -2.250 2.520 0.718
H: -1.419 3.174 -0.704
C: -3.727 0.107 -0.434
H: -3.715 0.053 0.655
H: -4.615 0.684 -0.735
H: -3.838 -0.909 -0.828
C: 1.864 0.341 -0.029
O: 2.693 0.034 0.745
H: 1.822 1.216 -0.880
C: -0.540 -0.343 1.037
H: -1.526 -0.775 0.849
H: -0.584 0.698 1.330
H: 0.142 -0.973 1.590

Forces on the atoms, in the same order (eV/Å):
C 0.1 -0.3 0.4
C -0.3 -0.5 -0.3
C 0.1 -0.3 0.6
C -1.6 1.1 -0.1
C -1.1 -0.4 0.2
C 0.4 0.6 -0.4
C 0.2 0.2 -0.7
C 0.7 -1.9 0.0
C -0.2 0.2 0.4
C -0.5 0.0 -0.2
C 0.2 0.1 0.1
C 0.6 0.5 -0.2
C -0.7 -1.2 0.2
H 0.3 0.1 0.0
H 0.0 -0.1 0.2
H 0.3 -0.6 0.1
H 0.0 0.1 -0.2
H 0.1 0.3 0.0
H -0.5 0.4 0.1
H -0.2 -0.1 0.2
N 0.9 0.4 1.3
Au -1.8 -0.5 0.4
C 0.6 0.5 -0.5
H 0.2 0.1 0.3
H 0.5 0.0 -0.3
C 0.4 0.1 -0.2
H 0.3 0.1 0.3
H 0.2 0.4 -0.6
P 0.2 0.9 -0.8
P 0.9 0.1 -0.9
C 0.0 -0.6 0.1
H 0.0 0.0 -0.2
H 0.1 0.3 0.3
H -0.2 0.1 -0.1
C -0.3 -0.6 0.1
H -0.2 0.2 0.1
H 0.0 0.0 0.0
H 0.1 0.0 0.0
C -0.2 0.2 0.1
H 0.2 -0.2 0.1
H 0.0 -0.1 -0.2
H -0.1 -0.3 -0.1
C -0.3 -0.3 0.2
H 0.0 0.0 0.0
H 0.3 -0.1 0.1
H 0.1 0.1 0.0
C 0.5 1.1 -2.3
O -0.9 0.3 -0.5
H 1.1 -0.6 1.7
C -0.5 0.1 -0.6
H 0.2 0.0 0.9
H -0.1 -0.2 0.7
H 0.0 0.1 0.1

=====

Entry 3:
DFT (ωB97M-V/def2-TZVPD) results for a molecular structure, C56H42Cl5N21O2SSiY in a non-equilibrium geometry.

- E_tot (Ha) = -6486.95585
- total charge = -1
- HOMO level (eV) = -5.7
- LUMO energy (Ha) = 0.05081
- spin multiplicity = 1
- largest force on an atom (hartree/bohr) = 0.038

Positions of all 129 atoms, in Å:
Y: -0.222 0.572 0.627
S: 2.857 -1.672 7.745
N: 1.341 -1.742 7.186
C: 1.383 -1.315 5.936
C: 0.248 -1.200 5.043
C: -1.049 -1.509 5.451
C: -2.080 -1.354 4.559
C: -1.778 -0.879 3.286
N: -0.553 -0.595 2.880
C: 0.470 -0.753 3.738
C: 1.831 -0.430 3.264
N: 1.987 -0.057 1.983
C: 3.202 0.271 1.577
C: 4.327 0.258 2.395
C: 4.180 -0.131 3.701
C: 2.913 -0.497 4.146
C: 2.683 -0.950 5.502
N: 3.609 -1.101 6.432
H: -1.213 -1.855 6.463
H: -3.104 -1.578 4.822
H: -2.571 -0.724 2.564
H: 3.299 0.590 0.551
H: 5.285 0.557 1.993
H: 5.012 -0.169 4.391
C: -1.604 4.038 -4.164
N: -1.196 2.801 -3.524
C: -1.298 2.454 -2.241
N: -0.886 1.210 -2.078
C: -0.556 0.831 -3.338
N: -0.735 1.757 -4.253
C: -3.108 4.149 -4.265
C: -3.764 5.354 -4.063
C: -5.148 5.429 -4.183
C: -5.888 4.297 -4.479
C: -5.232 3.084 -4.657
C: -3.849 3.015 -4.562
C: -5.974 1.848 -4.900
N: -7.110 1.642 -5.469
N: -7.325 0.264 -5.426
C: -6.297 -0.242 -4.840
O: -5.396 0.698 -4.476
C: -5.985 -1.633 -4.510
C: -6.596 -2.677 -5.190
C: -6.269 -3.983 -4.854
C: -5.351 -4.238 -3.848
C: -4.746 -3.192 -3.158
C: -3.764 -3.508 -2.052
N: -3.391 -2.353 -1.268
C: -2.223 -1.711 -1.181
N: -2.316 -0.726 -0.316
C: -3.610 -0.797 0.100
N: -4.294 -1.781 -0.436
C: -5.065 -1.889 -3.496
H: -1.151 4.010 -5.155
H: -1.183 4.883 -3.619
H: -1.664 3.111 -1.470
H: -0.150 -0.137 -3.581
H: -3.197 6.239 -3.799
H: -5.651 6.372 -4.016
H: -6.967 4.337 -4.546
H: -3.346 2.066 -4.697
H: -7.313 -2.460 -5.969
H: -6.735 -4.806 -5.380
H: -5.108 -5.263 -3.588
H: -2.849 -3.941 -2.457
H: -4.198 -4.238 -1.366
H: -1.333 -1.991 -1.715
H: -4.054 -0.112 0.803
H: -4.618 -1.061 -2.964
Cl: 0.282 4.390 0.280
C: 1.447 3.418 -0.583
C: 1.318 2.032 -0.569
C: 2.197 1.380 -1.419
Cl: 1.986 -0.360 -1.555
C: 3.191 1.987 -2.177
Cl: 4.250 1.061 -3.180
C: 3.312 3.371 -2.111
Cl: 4.537 4.178 -3.020
C: 2.418 4.095 -1.324
Cl: 2.526 5.819 -1.298
N: -2.136 2.244 3.340
C: -2.756 2.246 2.110
N: -3.996 2.674 1.936
N: -4.201 2.549 0.611
N: -3.164 2.063 0.033
N: -2.195 1.832 0.970
C: -0.762 2.372 3.458
N: -0.184 2.776 4.574
N: 1.131 2.789 4.266
N: 1.314 2.412 3.051
N: 0.111 2.117 2.486
H: -2.662 2.688 4.075
C: -0.320 -4.818 -1.312
C: 0.920 -4.595 -0.438
C: 2.039 -4.079 -1.348
C: 1.344 -5.950 0.137
Si: 0.500 -3.330 0.959
O: 0.216 -1.862 0.418
C: -0.995 -4.129 1.841
C: -0.966 -5.345 2.535
C: -2.118 -5.908 3.071
C: -3.344 -5.274 2.916
C: -3.406 -4.075 2.222
C: -2.243 -3.522 1.701
C: 1.965 -3.444 2.179
C: 3.264 -3.226 1.706
C: 4.378 -3.388 2.518
C: 4.223 -3.751 3.849
C: 2.946 -3.935 4.357
C: 1.838 -3.785 3.529
H: -0.132 -5.622 -2.035
H: -0.554 -3.920 -1.885
H: -1.200 -5.092 -0.722
H: 2.121 -4.715 -2.239
H: 3.011 -4.098 -0.851
H: 1.848 -3.058 -1.683
H: 1.672 -6.611 -0.675
H: 0.516 -6.448 0.647
H: 2.172 -5.854 0.844
H: -0.030 -5.875 2.660
H: -2.058 -6.847 3.608
H: -4.242 -5.714 3.333
H: -4.354 -3.566 2.084
H: -2.291 -2.579 1.178
H: 3.411 -2.909 0.679
H: 5.369 -3.211 2.116
H: 5.088 -3.868 4.490
H: 2.808 -4.187 5.403
H: 0.853 -3.916 3.959

Forces on the atoms, in the same order (eV/Å):
Y 0.2 -1.9 -0.1
S 0.0 0.0 0.0
N 0.0 0.0 0.0
C 0.0 0.0 0.0
C 0.0 0.0 0.1
C 0.0 0.0 0.0
C 0.0 0.0 0.0
C 0.0 0.0 0.0
N -0.1 0.2 0.0
C 0.0 0.0 -0.1
C 0.0 0.0 0.0
N -0.2 0.2 0.0
C 0.0 0.0 0.0
C 0.0 0.0 0.0
C 0.0 0.0 0.0
C 0.0 0.0 0.1
C 0.0 0.0 0.0
N 0.0 0.0 0.0
H 0.0 0.0 0.0
H 0.0 0.0 0.0
H 0.0 0.0 0.0
H 0.0 0.0 0.0
H 0.0 0.0 0.0
H 0.0 0.0 0.0
C 0.0 0.0 0.0
N 0.0 0.0 0.0
C 0.0 0.0 0.0
N -0.1 0.0 0.2
C 0.0 0.0 0.0
N 0.0 0.0 0.0
C 0.0 0.0 0.0
C 0.0 0.0 -0.1
C 0.0 0.0 0.0
C 0.0 0.0 0.0
C 0.0 0.0 0.0
C 0.0 0.0 0.1
C 0.1 0.0 0.0
N 0.0 0.0 0.0
N 0.0 0.1 0.0
C 0.0 0.0 0.0
O 0.0 0.0 0.0
C 0.0 0.0 0.0
C 0.0 0.0 0.0
C 0.0 0.0 0.0
C 0.0 0.0 0.0
C 0.0 0.0 0.0
C 0.0 0.0 0.0
N 0.0 0.0 0.1
C 0.0 0.0 0.0
N -0.1 0.1 0.2
C 0.0 0.0 0.0
N 0.0 0.0 0.0
C 0.0 0.0 0.0
H 0.0 0.1 0.0
H 0.0 0.0 0.0
H 0.0 0.0 0.0
H 0.0 0.0 0.0
H 0.0 0.0 0.0
H 0.0 0.0 0.0
H 0.0 0.0 0.0
H 0.0 0.0 0.0
H 0.0 0.0 0.0
H 0.0 0.0 0.0
H 0.0 0.0 0.0
H 0.0 0.0 0.0
H 0.0 0.0 0.0
H 0.0 0.0 0.0
H 0.0 0.0 0.0
H 0.0 0.0 0.0
Cl 0.0 0.0 0.0
C 0.0 0.0 -0.1
C 0.7 0.6 -0.2
C 0.0 0.0 -0.1
Cl 0.1 0.0 0.0
C 0.0 0.0 0.0
Cl 0.0 0.0 0.0
C 0.0 0.0 0.0
Cl 0.0 0.0 0.0
C 0.0 0.0 0.0
Cl 0.0 0.0 0.0
N 0.0 -0.2 0.0
C 0.0 0.1 0.0
N 0.0 0.0 0.0
N 0.0 0.0 0.0
N 0.1 0.0 0.0
N -0.5 0.3 0.1
C 0.0 0.2 0.0
N 0.0 0.0 0.0
N 0.0 0.0 0.0
N 0.0 0.0 0.0
N 0.1 0.0 0.2
H 0.0 0.0 0.0
C 0.0 0.0 0.0
C 0.0 0.0 0.0
C 0.0 0.0 0.0
C 0.0 0.0 0.0
Si 0.2 0.0 0.1
O -0.3 0.4 -0.1
C 0.0 0.0 0.0
C 0.0 0.0 0.0
C 0.0 0.0 0.0
C 0.0 0.0 0.0
C 0.0 0.0 0.0
C 0.0 0.0 0.0
C 0.0 0.0 0.0
C 0.0 0.1 0.0
C 0.0 0.1 0.0
C 0.0 0.0 0.0
C 0.0 0.0 0.0
C 0.0 0.0 0.0
H 0.0 0.0 0.0
H 0.0 0.1 0.0
H 0.0 0.0 0.0
H 0.0 0.0 0.0
H -0.1 0.0 -0.1
H 0.0 0.0 0.0
H 0.0 0.0 0.0
H 0.0 0.0 0.0
H 0.0 0.0 0.0
H 0.0 0.0 0.1
H 0.0 0.0 0.0
H 0.0 0.0 0.0
H 0.0 0.0 0.0
H 0.0 0.0 0.0
H 0.0 0.0 0.1
H 0.0 0.0 0.0
H 0.0 0.0 0.0
H 0.0 0.0 0.0
H -0.1 -0.1 0.0

=====

Entry 4:
DFT (ωB97M-V/def2-TZVPD) results for a single C2H3NO2 molecule in a non-equilibrium geometry.

- E_tot (Ha) = -283.00879
- HOMO level (alpha / beta) (eV) = -10.6 / -10.6
- LUMO energy (alpha / beta) (Ha) = -0.04926 / -0.05017
- spin multiplicity = 1
- largest force on an atom (hartree/bohr) = 0.085

Positions of all 8 atoms, in Å:
C: -0.018 0.252 -0.383
C: 0.137 -0.672 0.816
N: -0.271 -0.148 -1.542
O: -0.102 1.599 -0.296
O: -0.404 1.754 -1.682
H: -0.311 -0.417 1.730
H: -0.174 -1.742 0.442
H: 1.143 -0.626 0.914

Forces on the atoms, in the same order (eV/Å):
C -1.5 2.1 3.2
C -1.8 -1.8 -3.5
N -0.5 3.0 -2.6
O 0.7 -1.8 1.2
O 0.1 -3.6 -1.0
H -1.0 0.7 0.8
H 0.6 2.1 0.9
H 3.4 -0.5 0.9

=====

spin multiplicity of number 4 (C2H3NO2)? 1

=====

What is the formula in the second record? C21H27AuNOP2

=====

Which of these has the highest E_tot? C2H3NO2

=====

The lowest E_tot belongs to which entry? C56H42Cl5N21O2SSiY